Molecular formula: C24H25N2
Method: DFT, ωB97M-V/def2-TZVPD

XYZ file:
```
51
Properties=species:S:1:pos:R:3:forces:R:3:mulliken_charge:R:1
N -0.0182 -0.2118 -0.5912 -0.354 0.166 -0.312 -0.301
N 3.6045 -2.2792 -0.3840 0.024 -0.202 0.012 -0.028
C 2.4227 -1.5832 -0.4740 -0.120 0.168 0.014 0.858
C -1.7961 5.6105 -0.5353 0.024 -0.588 -0.155 -0.305
C -3.2737 0.6772 0.8123 -0.314 -0.457 1.101 0.973
C 4.7130 -1.7581 0.4061 0.001 0.290 -0.092 -0.593
C -1.0764 4.6668 -1.2955 -0.130 0.191 0.265 -0.696
C -5.1532 0.3872 2.3590 0.254 -0.041 0.200 -0.783
C -4.3536 -1.5208 1.0774 -0.123 0.159 0.344 -0.685
C 2.8060 -3.9621 -2.0082 -0.337 -0.040 0.118 -0.867
C -3.0904 3.8231 0.4797 0.336 0.173 -0.054 -0.241
C -3.3952 -0.7127 0.4873 0.379 0.374 -0.174 -0.294
C -4.1324 1.1779 1.8424 -0.138 -0.102 -0.288 -0.247
C 1.6685 -3.0233 -2.4134 0.073 -0.205 -0.550 -0.751
C -1.2699 3.3145 -1.0653 -0.040 -0.406 0.295 -0.333
C 3.1399 -0.0563 1.4076 0.595 0.398 0.362 -0.739
C 4.2215 -1.1015 1.6862 -0.192 -0.063 0.189 -0.873
C -2.7980 5.1777 0.3477 -0.061 -0.226 0.065 -0.814
C 0.9089 0.1388 0.2962 0.641 -0.847 -0.332 -1.288
C -5.2366 -0.9759 2.0293 0.247 0.182 -0.603 -0.290
C -2.3032 1.4406 0.1077 -1.242 0.523 -0.632 -0.157
C 2.1439 -0.5064 0.4019 -0.803 0.095 -0.325 0.695
C 1.4389 -1.9276 -1.4297 -0.529 0.556 0.333 0.801
C 0.2389 -1.2079 -1.4355 0.996 -0.366 0.324 -1.640
C 3.9966 -3.1975 -1.4455 -0.075 0.038 -0.358 -0.599
C -2.2519 2.8383 -0.1305 0.110 0.903 -0.084 0.707
H -3.9622 2.1744 2.2610 -0.205 -0.538 -0.206 0.520
H 4.7322 -3.9039 -1.0369 -0.158 0.239 -0.080 0.390
H 0.6438 0.9689 0.9523 0.202 -0.107 0.037 0.474
H -5.9866 -1.6119 2.5083 0.257 0.270 -0.213 0.385
H -0.5457 -1.4551 -2.1543 0.200 -0.007 0.107 0.493
H -1.5719 0.8637 -0.4538 0.229 -0.282 0.013 0.313
H 0.7392 -3.5920 -2.5290 0.152 0.021 -0.094 0.418
H 1.8870 -2.5793 -3.3963 -0.022 -0.095 0.157 0.295
H 3.1198 -4.5401 -2.8797 0.051 -0.020 0.129 0.369
H -0.6702 2.5692 -1.6009 -0.163 0.298 0.268 0.401
H 2.6236 0.1972 2.3398 0.119 0.029 -0.083 0.412
H 5.0654 -0.6295 2.1914 -0.024 -0.070 0.023 0.373
H -1.6038 6.6790 -0.6584 -0.041 -0.376 0.050 0.386
H 2.4173 -4.6696 -1.2676 0.211 0.075 0.022 0.322
H 4.4861 -2.6423 -2.2709 -0.050 -0.125 0.264 0.287
H -5.8694 0.8152 3.0653 0.409 -0.184 -0.109 0.389
H -0.3406 4.9979 -2.0306 -0.243 -0.113 0.268 0.399
H 3.8133 -1.8557 2.3679 0.105 -0.041 -0.153 0.320
H -3.9705 3.5217 1.0432 0.379 0.221 -0.121 0.471
H -4.4042 -2.5811 0.8226 -0.003 0.374 0.073 0.406
H 3.6174 0.8700 1.0544 -0.078 -0.137 0.058 0.288
H 5.3908 -2.5942 0.6346 -0.214 0.265 -0.079 0.389
H 5.2838 -1.0161 -0.1888 -0.101 -0.246 0.141 0.286
H -3.3501 5.9080 0.9449 0.048 -0.248 -0.398 0.398
H -2.6989 -1.1226 -0.2515 -0.278 0.122 0.266 0.302
```
Forces are in eV/Å.

As for the net charge: +1. Its LUMO energy is -5.318 eV. As for the max |F|: 1.5 eV/A. Its energy above the lowest of the compared OMol25 structures with the same formula, charge and spin is 0.741 eV. As for the highest occupied orbital energy: -0.3763 Eh. Its HOMO-LUMO gap is 4.92 eV.